Entry from the OMol25 dataset: a cluster of 10 separate species, C5H31N2O9S in total at a distorted geometry (ωB97M-V/def2-TZVPD).

Geometry as XYZ:
```
48
Properties=species:S:1:pos:R:3:forces:R:3
N 2.530144 0.862615 -1.177252 0.2 -0.3 0.2
C 1.201926 0.284252 -1.452671 -0.1 0.4 -0.3
C 0.478160 0.945399 -2.629761 -0.1 1.8 0.8
S 0.297843 2.782734 -2.389813 -0.2 0.0 0.2
C 0.329028 0.314403 -0.200864 0.5 -0.4 0.3
N 0.207241 -0.981891 0.507973 -0.8 0.7 0.0
C 1.520848 -1.390173 0.903198 1.9 0.4 -0.5
C -0.606031 -0.690179 1.693767 0.8 -1.1 0.5
H 2.425866 1.731186 -0.670223 -0.4 0.2 0.1
H 2.897234 1.179734 -2.059192 0.3 0.0 -0.4
H 1.388473 -0.744968 -1.750087 0.0 -0.4 0.2
H 1.019493 0.881726 -3.562860 0.2 -0.6 -0.3
H -0.542026 0.590377 -2.721331 0.0 -0.5 -0.2
H -0.650582 0.694890 -0.425198 -0.6 -0.1 -0.4
H 0.713279 1.048665 0.517031 0.3 0.1 0.0
H 2.185787 -1.392115 0.035556 -0.3 -0.2 0.0
H 1.684394 -2.353989 1.356351 -0.7 -0.5 0.3
H 2.057481 -0.689343 1.558334 -0.4 0.3 0.2
H -0.028016 -0.109309 2.420877 -0.1 0.5 -0.1
H -0.818008 -1.634307 2.205124 -0.2 0.0 -0.2
H -1.522571 -0.183432 1.441667 -0.3 0.1 -0.1
H 0.132932 3.552592 3.535517 0.2 0.3 -0.3
H 0.421595 3.023729 2.074954 0.0 0.5 0.3
O 0.014666 2.816267 2.937209 -0.2 -0.8 0.0
H -3.495613 0.011579 -0.156357 0.0 0.0 0.0
H -4.641389 -0.647055 -0.915360 0.2 -0.1 0.1
O -3.829513 -0.850439 -0.431809 -0.1 0.1 -0.1
H 0.557751 -1.648934 -3.235770 -0.1 0.0 -0.1
H -0.835514 -2.117957 -2.869878 -0.1 0.0 0.1
O -0.157488 -2.216627 -3.544383 0.1 -0.1 0.0
H 1.428059 4.678069 0.309323 0.2 0.1 0.0
H 0.447817 3.694484 -0.300392 0.0 -0.5 -0.5
O 0.772934 4.025272 0.561928 0.0 0.2 0.3
H 0.548737 -5.139183 0.601468 0.2 -0.3 0.0
H 1.269231 -4.081387 1.320239 0.3 0.1 0.2
O 1.354713 -5.018780 1.125647 -0.6 0.1 -0.3
H 5.021061 -0.150793 1.476498 0.0 0.5 -0.2
H 4.180937 -0.173357 0.116820 -0.1 0.4 0.3
O 4.490558 -0.679385 0.884791 0.0 -0.8 -0.1
H -2.567094 -2.700240 0.346915 -0.2 -0.1 -0.1
H -1.107640 -2.777150 0.052381 0.2 0.1 -0.1
O -1.869374 -3.354587 0.208144 0.1 0.2 0.1
H -2.572932 -2.362508 3.250660 -0.1 -0.1 -0.1
H -3.079563 -0.937178 3.308882 -0.2 -0.4 -0.1
O -3.386769 -1.851325 3.191921 0.2 0.4 0.2
H -2.339694 3.282584 1.129332 -0.1 -0.1 0.1
H -2.127111 2.386226 -0.036166 0.4 0.0 -0.6
O -2.826251 2.688773 0.542212 -0.1 0.1 0.4
```
Positions in Å, forces in eV/Å.

Calculated values
net charge = -1
HOMO-LUMO gap = 0.2437 hartree
HOMO = -3.992 eV
energy relative to the best compared isomer or geometry (same formula, charge and spin) = 2.7 kcal per mole

=====

Entry from the OMol25 dataset: a cluster of 5 separate species, C25H41N6O2 in total (ωB97M-V/def2-TZVPD).

Geometry as XYZ:
```
74
Properties=species:S:1:pos:R:3:forces:R:3
C -4.050465 1.168638 -0.835054 0.1 -0.1 -0.1
C -2.668929 0.630722 -1.161648 0.0 0.0 0.0
O -2.816500 -0.629206 -1.816733 0.0 0.0 0.1
C -1.598077 -1.250736 -2.107127 0.0 -0.1 -0.1
C -1.034950 -2.028571 -0.921659 -0.1 -0.2 0.0
O 0.376676 -2.160999 -1.131474 0.1 0.2 -0.1
C 1.153918 -2.462344 -0.003870 0.1 -0.2 0.0
C 2.051970 -1.292282 0.376182 0.0 0.0 0.0
C 1.383036 0.088898 0.412434 0.0 0.1 0.1
N 1.250784 0.685896 -0.899998 0.1 -0.1 -0.1
C 2.542828 1.020326 -1.492575 0.0 0.0 0.0
C 3.684203 0.166281 -0.929617 0.0 0.0 -0.1
N 3.172558 -1.223046 -0.669778 0.0 0.0 0.0
H -4.088762 2.250086 -0.954062 0.0 0.0 0.1
H -4.769052 0.727420 -1.524822 0.0 0.1 0.0
H -4.353021 0.920330 0.180217 0.0 0.0 0.0
H -2.114876 1.308577 -1.822576 0.0 0.0 0.0
H -2.065541 0.507826 -0.252874 0.0 0.1 0.0
H -0.844430 -0.518947 -2.432928 -0.1 0.0 0.0
H -1.768448 -1.933406 -2.941822 0.0 0.0 0.0
H -1.476059 -3.026771 -0.864798 -0.1 0.0 0.0
H -1.256161 -1.508735 0.014956 0.1 0.1 0.0
H 1.784230 -3.324908 -0.258660 0.0 0.0 0.1
H 0.554658 -2.758948 0.860371 -0.1 0.1 0.0
H 2.520110 -1.517470 1.336790 0.1 0.0 -0.1
H 0.416929 0.008011 0.910263 0.0 0.0 -0.1
H 1.983224 0.756780 1.033412 -0.1 0.0 0.1
H 0.730286 0.073412 -1.514234 0.0 0.1 0.1
H 2.799933 2.067451 -1.318229 0.0 0.0 0.0
H 2.474402 0.883473 -2.572507 0.0 0.0 0.0
H 4.515044 0.096164 -1.629284 0.0 0.0 0.0
H 4.066004 0.532872 0.021027 0.0 0.0 0.0
H 2.820900 -1.618535 -1.546194 -0.1 0.1 0.0
H 3.940796 -1.819611 -0.365197 0.0 0.0 -0.1
N 3.551745 2.033330 4.521242 0.0 0.1 0.0
C 2.750456 2.841023 5.277144 0.0 0.0 0.0
C 1.448099 2.576458 4.945551 0.0 0.0 0.0
C 1.464773 1.560867 3.951789 0.0 0.0 0.0
C 2.777862 1.247918 3.714395 0.1 0.0 0.0
H 4.553786 2.009282 4.573331 0.0 0.0 0.0
H 3.171427 3.523810 5.994942 0.0 0.0 0.0
H 0.580647 3.048963 5.373952 0.0 0.0 0.0
H 0.607563 1.107121 3.481598 0.0 0.0 0.0
H 3.229016 0.520233 3.059788 0.0 0.0 0.0
N -0.556537 -0.306774 -5.177237 0.0 0.0 0.0
C 0.439982 -1.218110 -4.944538 0.0 0.0 0.1
C 1.340119 -1.126738 -5.973760 0.0 0.0 0.0
C 0.867628 -0.122309 -6.861003 0.0 0.0 0.0
C -0.304135 0.361072 -6.343622 0.0 0.0 0.0
H -1.357418 -0.158775 -4.590406 -0.1 0.0 -0.1
H 0.417989 -1.862804 -4.081300 0.0 0.0 0.0
H 2.227782 -1.726037 -6.090709 0.0 0.0 0.0
H 1.329431 0.198741 -7.779168 0.0 0.0 0.0
H -0.977290 1.117628 -6.708186 0.0 0.0 0.0
N -9.050669 0.998816 -3.830468 0.0 0.0 0.0
C -8.520879 -0.261438 -3.829038 0.0 0.0 0.0
C -7.161468 -0.144235 -3.712652 0.0 0.0 0.0
C -6.863048 1.244221 -3.641372 0.0 0.0 0.0
C -8.050173 1.923005 -3.716766 0.0 0.0 0.0
H -10.027745 1.213330 -3.908389 0.0 0.0 0.0
H -9.150369 -1.130359 -3.912833 0.0 0.0 0.0
H -6.459903 -0.961431 -3.684901 0.0 0.0 0.0
H -5.888081 1.693978 -3.551265 0.0 0.0 0.0
H -8.264450 2.977574 -3.699518 0.0 0.0 0.0
N 3.278824 -0.735861 8.372843 0.0 0.0 0.0
C 3.583835 0.007531 7.267335 0.0 -0.1 0.0
C 4.841311 -0.356992 6.859609 0.0 0.0 0.0
C 5.309867 -1.355923 7.756348 0.0 0.0 0.0
C 4.321131 -1.566461 8.679164 0.0 0.0 0.0
H 2.421083 -0.673096 8.889761 0.0 0.0 0.0
H 2.884146 0.721862 6.867201 0.0 0.0 0.0
H 5.377003 0.046896 6.016108 0.0 0.0 0.0
H 6.263720 -1.855294 7.731541 0.0 0.0 0.0
H 4.275723 -2.229670 9.525556 0.0 0.0 0.0
```
Positions in Å, forces in eV/Å.

Calculated values
net charge = +1
HOMO-LUMO gap = 0.2475 hartree
HOMO = -9.697 eV

=====

Entry from the OMol25 dataset: a structure of composition C7H13N2 at a distorted geometry (ωB97M-V/def2-TZVPD).

Geometry as XYZ:
```
22
Properties=species:S:1:pos:R:3:forces:R:3
C -1.063921 0.957182 -0.315011 1.7 -3.0 -0.4
C 2.303898 -1.539101 0.079467 -1.2 -0.8 -2.0
C 2.130370 -0.177704 -0.598349 2.2 -0.8 0.5
C -1.436695 2.922407 -0.607204 -1.2 0.4 1.8
C 1.063691 -0.601005 0.346109 1.9 -1.0 1.1
C -1.351690 -1.540413 1.043364 0.4 -0.3 0.0
C -0.276859 -1.024041 0.031060 -2.5 3.5 3.1
N -2.180331 1.626102 -0.484006 -2.1 1.0 0.5
N -0.272390 1.994855 -0.548496 1.0 2.0 -0.5
H 2.200039 -2.486773 -0.579191 -0.1 1.9 1.1
H 3.034886 -1.695976 0.840109 0.1 0.3 0.7
H 2.900359 0.587176 -0.385851 -0.9 -0.3 0.5
H 2.120228 -0.307030 -1.637735 -1.0 0.0 -1.4
H -1.816183 3.625451 -1.365589 1.1 -1.0 -0.9
H -1.514640 3.617778 0.282234 0.2 -1.4 -0.3
H 1.252542 -0.199801 1.328475 -0.6 0.4 0.2
H -0.910451 -2.479269 1.510610 -0.9 0.6 -1.1
H -2.321348 -1.641555 0.435752 1.5 -0.5 1.1
H -1.598608 -0.958559 1.961935 0.6 0.2 -1.0
H -0.429028 -1.530574 -0.839615 -0.2 -0.9 -2.8
H -3.158779 1.408339 -0.263021 0.9 0.1 -0.2
H 0.726860 2.201911 -0.474381 -0.7 -0.5 0.0
```
Positions in Å, forces in eV/Å.

Calculated values
net charge = +1
HOMO-LUMO gap = 0.3831 hartree
HOMO = -13.734 eV
energy relative to the best compared isomer or geometry (same formula, charge and spin) = 122.1 kcal per mole

=====

Entry from the OMol25 dataset: a cluster of 8 separate species, C39H43N7O in total at a distorted geometry (ωB97M-V/def2-TZVPD).

Geometry as XYZ:
```
90
Properties=species:S:1:pos:R:3:forces:R:3
C 9.202792 -3.762211 -1.467146 2.6 0.9 -1.9
C 8.998662 -4.877571 -0.495676 1.9 0.0 -0.5
C 8.901612 -4.077851 0.731674 -1.5 -1.0 2.0
O 8.072002 -3.007631 0.416584 -0.4 1.5 -0.5
C 8.356332 -2.629071 -0.949906 -0.9 -1.0 -0.2
H 9.197502 -4.052671 -2.517726 -1.5 -0.1 -0.2
H 10.177492 -3.288021 -1.582086 1.0 -0.7 1.2
H 9.909562 -5.434021 -0.274906 -0.2 -0.9 -1.0
H 8.122322 -5.418741 -0.852406 0.1 -0.4 0.8
H 9.867652 -3.816511 1.163604 0.4 0.4 -0.4
H 8.433602 -4.670031 1.518044 -0.3 0.2 0.3
H 8.873892 -1.670341 -0.982526 -0.4 0.0 -0.1
H 7.472472 -2.714611 -1.582036 -0.7 1.0 0.6
N 2.793662 -1.366251 7.837554 0.2 0.1 0.3
C 2.980932 -1.485391 9.199734 0.9 0.3 -3.3
C 4.254782 -1.343571 9.689374 -0.3 -0.2 1.5
C 5.357162 -1.082771 8.910924 0.0 -0.2 -2.1
C 5.181502 -0.940081 7.514324 -2.3 0.0 0.2
C 3.823412 -1.087011 6.994174 1.0 0.0 3.5
H 2.128672 -1.709571 9.824064 -0.1 0.1 -0.1
H 4.384692 -1.429031 10.758124 0.1 -0.1 0.2
H 6.330212 -1.085311 9.379514 0.1 0.3 -0.1
H 5.950052 -0.617161 6.827704 0.3 -0.3 0.1
H 3.552492 -0.901511 5.965294 0.2 -0.2 -0.1
N -5.277038 -4.175061 -6.190506 -0.7 1.4 2.3
C -5.559008 -3.288711 -5.149906 0.2 0.1 -2.4
C -5.592708 -1.854591 -5.318516 0.4 -3.0 -0.9
C -5.208818 -1.438041 -6.584376 0.2 -0.2 -1.6
C -4.884138 -2.336611 -7.671926 -0.5 0.7 2.4
C -4.989968 -3.688541 -7.390966 0.4 0.7 0.1
H -5.811978 -3.785651 -4.225006 0.0 0.1 0.2
H -5.913948 -1.182681 -4.536386 0.2 0.0 0.0
H -5.197888 -0.376461 -6.782696 0.1 0.2 -0.1
H -4.492708 -2.030441 -8.630806 -0.3 0.4 0.0
H -4.756538 -4.389001 -8.179176 -0.1 -0.4 0.0
N -3.219898 6.165579 6.658954 1.0 2.1 -2.4
C -3.376288 5.142449 7.433274 0.7 -0.3 -0.3
C -2.929138 3.887749 7.027974 -0.4 -1.2 1.9
C -2.374158 3.632929 5.806014 0.7 1.4 -0.7
C -2.165018 4.754069 4.994544 -0.3 1.2 0.4
C -2.570638 6.016749 5.469214 -0.7 -1.5 0.6
H -3.722848 5.484429 8.397304 -0.4 -1.1 0.4
H -2.956988 3.117439 7.784454 -0.2 -0.4 -0.1
H -1.926738 2.702199 5.489824 -0.4 -0.3 0.3
H -1.651198 4.702229 4.046014 0.0 -0.1 -0.1
H -2.401468 6.909329 4.885174 0.0 0.1 0.0
N -7.802638 -1.392801 1.460444 0.0 0.4 0.0
C -8.989518 -0.748861 1.392754 1.8 1.1 0.5
C -9.079278 0.635849 1.615074 0.7 -1.2 0.1
C -7.907638 1.362279 1.916624 -1.1 -0.9 -0.9
C -6.668088 0.699049 1.931674 -1.3 0.1 -0.2
C -6.671048 -0.691001 1.710234 -1.3 0.7 0.0
H -9.889728 -1.296401 1.155634 0.1 -0.4 0.0
H -10.080408 1.030819 1.524864 0.1 0.6 0.1
H -8.062838 2.429319 1.977794 0.6 0.2 0.3
H -5.790818 1.315349 2.061944 0.3 -0.4 0.1
H -5.745188 -1.246561 1.733374 0.0 -0.2 0.0
N 3.022202 -4.788491 -5.539106 0.5 -0.8 0.1
C 3.869862 -5.709031 -5.004006 -1.8 -0.5 -0.3
C 3.406352 -6.981731 -4.653456 -1.4 -0.3 -0.5
C 2.040862 -7.340391 -4.922366 2.3 0.1 0.1
C 1.234332 -6.398531 -5.482086 -0.8 -0.1 0.3
C 1.757672 -5.164821 -5.758106 1.0 1.2 -0.1
H 4.917772 -5.457601 -4.932906 0.0 0.2 0.2
H 4.029442 -7.752831 -4.224996 0.3 0.2 0.0
H 1.702172 -8.361801 -4.830626 0.0 0.0 0.5
H 0.179532 -6.565791 -5.642806 0.0 -0.2 -0.3
H 1.138672 -4.423911 -6.242156 -0.1 0.2 0.1
N -0.977188 8.007419 -1.848476 -0.9 -0.3 -2.2
C -1.475348 9.207169 -1.439566 0.0 -1.7 0.5
C -2.719788 9.675729 -1.767646 -0.9 0.0 -1.9
C -3.486798 8.926659 -2.690736 -0.1 -0.3 0.5
C -3.045868 7.709759 -3.132826 2.9 -1.1 0.4
C -1.698508 7.297929 -2.789056 -1.4 2.4 1.8
H -0.900678 9.728719 -0.688466 0.3 0.0 -0.1
H -3.073428 10.654629 -1.479396 0.1 0.0 0.3
H -4.459818 9.167429 -3.092796 -0.2 0.8 0.5
H -3.656258 7.029339 -3.708016 0.0 0.2 -0.3
H -1.269738 6.430109 -3.268056 0.2 -0.2 0.4
N -0.007708 1.101469 -0.404916 -0.2 -0.4 -2.3
C -0.467768 0.868049 -1.706616 1.7 0.2 1.7
C 0.361292 0.777999 -2.841426 -0.6 0.7 2.3
C 1.745912 0.898019 -2.626026 -0.1 0.7 1.3
C 2.261262 1.267559 -1.330436 -2.7 -1.0 -1.4
C 1.296262 1.324369 -0.256276 1.0 0.0 -1.7
H -1.534048 0.707849 -1.768136 -0.1 0.1 -0.1
H -0.189048 0.780019 -3.770676 0.6 -0.6 -0.4
H 2.394462 0.723829 -3.471866 0.3 0.3 0.0
H 3.315412 1.493509 -1.266286 0.0 -0.1 0.5
H 1.631352 1.567919 0.741124 0.0 0.0 0.2
```
Positions in Å, forces in eV/Å.

Calculated values
net charge = 0
HOMO-LUMO gap = 0.3638 hartree
HOMO = -9.434 eV
energy relative to the best compared isomer or geometry (same formula, charge and spin) = 13.3 kcal per mole
SMILES string = c1ccncc1.c1ccncc1.c1ccncc1.c1ccncc1.c1ccncc1.c1ccncc1.c1ccncc1.C1CCOC1